Entry 1:
The following is a DFT calculation (the ωB97M-V functional and the def2-TZVPD basis) of C5H10O2 as an isolated structure.

Values from the calculation:
highest occupied orbital energy = -9.41 eV
energy relative to the best compared isomer or geometry (same formula, charge and spin) = 2.5666 eV
largest force on an atom = 0.405 eV/A
E_tot = -346.93111 hartree
E_LUMO = 0.892 eV
frontier orbital gap = 10.30 eV

Geometry as ORCA input:
```
! wB97M-V def2-TZVPD RIJCOSX def2/J DEFGRID3
* xyz 0 1
H -0.55 0.89 -1.64
H 0.09 1.15 1.31
H 0.87 -0.90 -1.79
C 0.54 -0.76 -0.75
H -2.78 0.18 -0.93
H 2.59 -1.12 -0.18
H 0.13 -1.72 -0.42
O -1.92 0.65 0.93
H -2.06 -1.21 -0.05
C -0.68 1.24 0.54
C 1.75 -0.48 0.13
H 2.08 0.56 0.01
C -1.96 -0.14 -0.27
O 1.38 -0.77 1.47
H 1.88 -0.20 2.06
C -0.56 0.32 -0.70
H -0.81 2.30 0.27
*
```

=====

Entry 2:
The following is a DFT calculation (the ωB97M-V functional and the def2-TZVPD basis) of the molecule C5H6N2O at a distorted geometry.

Values from the calculation:
highest occupied orbital energy = -8.50 eV
energy relative to the best compared isomer or geometry (same formula, charge and spin) = 4.4249 eV
SMILES = c1ncc(N2CC2)o1
largest force on an atom = 4.477 eV/A
E_tot = -378.70833 hartree
E_LUMO = 0.875 eV
frontier orbital gap = 9.38 eV

Geometry as ORCA input:
```
! wB97M-V def2-TZVPD RIJCOSX def2/J DEFGRID3
* xyz 0 1
C 0.62 -2.04 0.16
O -1.07 -0.54 -0.06
H 1.40 2.27 1.03
H -0.68 1.65 -1.46
N -0.59 -2.66 0.56
H 1.14 2.60 -1.34
C 0.35 1.74 0.59
H -0.53 1.62 1.33
N 1.09 0.55 -0.40
H -2.43 -1.85 0.28
C 0.40 -0.69 -0.12
C 0.34 1.86 -0.94
C -1.45 -1.79 0.15
H 1.42 -2.71 0.22
*
```

=====

Entry 3:
The following is a DFT calculation (the ωB97M-V functional and the def2-TZVPD basis) of the molecule C22H28N6O2.

Values from the calculation:
highest occupied orbital energy = -8.32 eV
energy relative to the best compared isomer or geometry (same formula, charge and spin) = 1.4403 eV
SMILES = Cn1cc(CN2CCC(n3nccc3NC(=O)CCOc3ccccc3)CC2)cn1
largest force on an atom = 0.865 eV/A
E_tot = -1334.14268 hartree
E_LUMO = 0.553 eV
frontier orbital gap = 8.87 eV

Geometry as ORCA input:
```
! wB97M-V def2-TZVPD RIJCOSX def2/J DEFGRID3
* xyz 0 1
C -0.94 2.39 -0.93
C -4.17 1.22 -0.84
O 1.37 -2.43 -0.53
H 0.14 -1.36 -2.44
C 0.78 1.36 1.13
C -0.75 1.27 1.15
N -1.29 2.42 0.47
C 2.02 -3.04 0.57
H 2.55 -0.93 -0.58
C -2.69 2.68 0.75
N 2.72 1.65 -0.32
H -5.25 -1.99 1.48
N 3.41 -0.63 -0.13
C -2.75 -2.14 -0.86
C 0.01 -2.36 -0.56
H -2.97 3.58 0.19
C -2.21 -2.74 0.26
H -3.99 1.67 -1.79
N -5.03 -0.13 0.56
C -4.22 0.67 1.29
H -2.86 -3.14 1.03
H -4.13 0.56 2.35
H -1.10 1.28 2.19
H 0.87 2.55 -2.11
H -1.07 0.32 0.69
C 1.29 1.42 -0.32
C 0.58 2.55 -1.06
C -5.85 -1.20 1.03
H 5.86 0.99 0.12
N -5.00 0.19 -0.73
C 3.70 0.72 -0.14
H 0.88 3.50 -0.62
H -1.44 3.21 -1.44
H 5.15 3.62 -0.11
H -6.57 -0.84 1.77
C 4.89 1.41 -0.03
C 4.14 -1.60 0.49
C 3.53 -2.99 0.33
H 1.08 0.47 -0.82
H -2.31 -1.14 -2.70
C -1.90 -1.63 -1.83
N 3.22 2.88 -0.30
H 1.09 2.27 1.64
H -1.25 1.44 -1.42
C -0.84 -2.85 0.42
C -0.53 -1.74 -1.69
C -3.65 1.58 0.42
C 4.52 2.75 -0.14
H 1.70 -4.09 0.66
H 1.77 -2.52 1.50
H 4.04 -3.65 1.03
H 3.74 -3.33 -0.69
H -2.77 2.90 1.82
H 1.21 0.50 1.64
H -0.44 -3.33 1.31
O 5.17 -1.40 1.10
H -6.40 -1.60 0.18
H -3.81 -2.06 -0.99
*
```

=====

Entry 4:
The following is a DFT calculation (the ωB97M-V functional and the def2-TZVPD basis) of a 20-piece molecular cluster, C9H46N3O19 overall at a distorted geometry.

Values from the calculation:
highest occupied orbital energy = -12.30 eV
largest force on an atom = 5.978 eV/A
E_tot = -1963.92478 hartree
E_LUMO = -4.625 eV
frontier orbital gap = 7.67 eV

Geometry as ORCA input:
```
! wB97M-V def2-TZVPD RIJCOSX def2/J DEFGRID3
* xyz 1 1
H 2.94 3.50 -4.37
H 8.43 -4.83 -5.94
N -3.55 -0.61 -1.93
H -3.74 3.74 8.26
H -0.17 -4.59 -1.79
O -3.47 4.11 -0.22
O 2.53 -8.55 -2.07
H -5.41 6.78 3.69
H -2.16 4.54 5.43
H -1.31 1.91 8.01
O -5.10 6.00 4.17
C 2.34 -1.26 -0.56
H 6.53 -3.14 -3.26
H -4.16 -1.04 -2.66
H 1.28 2.47 1.28
H 4.36 -0.52 -1.39
H 2.59 2.63 -5.56
O 9.04 -4.34 -5.38
O -2.56 -1.74 2.39
O 3.74 -2.68 2.33
C 3.23 -0.40 -1.43
H -0.74 0.69 7.29
H 0.73 1.74 0.06
H -3.99 1.63 -3.09
O 2.58 -5.52 -1.71
H -1.80 -2.01 1.87
H 1.82 -5.61 -1.13
O -1.50 1.29 7.29
H -3.16 4.75 4.30
C -3.48 0.62 0.05
C 2.60 0.62 -2.37
H 2.48 -6.24 -2.35
H -1.35 1.08 0.84
H -4.00 1.15 0.92
H 3.30 -3.53 2.18
H -3.52 3.06 -3.26
H 0.18 -3.71 -0.60
H 6.47 -0.59 -3.37
H -4.19 4.76 -0.23
O 0.52 1.95 0.98
O -0.39 -4.45 -0.86
H -1.78 -1.41 -3.08
N -4.21 0.00 -0.97
C -1.94 0.57 -0.01
O -4.29 2.50 -3.38
O -3.27 2.22 2.60
H 1.77 -9.11 -1.87
H -3.85 -2.53 -0.53
H 7.97 -3.20 -3.76
C -1.19 -0.17 -1.14
H 3.15 1.32 -3.08
H 9.85 -4.86 -5.41
O -1.89 6.13 1.67
O -3.70 -3.25 0.08
N 0.94 -1.30 -0.38
H -3.04 2.43 3.52
C 1.06 0.63 -2.23
O 2.36 2.77 -4.64
O 5.66 -0.06 -3.34
H -2.02 5.41 1.03
H -2.21 -1.66 3.29
O -2.98 3.83 7.67
H -3.94 -2.88 0.94
O 7.29 -2.58 -3.46
C 0.41 -0.31 -1.24
H 0.44 1.34 -2.86
C -2.17 -0.82 -2.18
H -5.59 6.02 5.00
H 5.05 -0.56 -3.90
O -2.69 4.06 4.78
H -3.92 3.26 -0.36
H 3.21 -9.18 -2.37
H -2.65 6.04 2.26
H -2.58 2.66 2.09
H 2.90 -2.04 0.10
H 3.02 -2.04 2.31
H -3.11 3.11 7.03
*
```